i) Here is C4H9N in the gas phase from the Open Molecules 2025 dataset. Energies are from ωB97M-V/def2-TZVPD.

```
14
Properties=species:S:1:pos:R:3
C 1.8388 -0.0889 -0.1205
C 0.5417 0.6976 -0.5363
N -0.5059 -0.4119 -0.5161
C -1.0654 -0.8106 0.8016
C -1.7968 0.0672 -0.1686
H 2.7977 0.5892 -0.1625
H 1.6087 -0.3765 0.9457
H 1.9898 -0.9651 -0.8151
H 0.2986 1.5741 0.2071
H 0.5528 1.0956 -1.4676
H -1.3507 -1.8885 0.8184
H -0.4948 -0.3506 1.6269
H -1.8089 1.1101 0.2698
H -2.6055 -0.2417 -0.8829
```

Values from the calculation:
Lowest unoccupied orbital energy, eV: 1.25
HOMO level, eV: -9.251

Charge distribution, Löwdin scheme, values in e: atom 1 (C): -0.109, atom 2 (C): -0.238, atom 3 (N): -0.162, atom 4 (C): -0.135, atom 5 (C): -0.210, atom 6 (H): 0.092, atom 7 (H): 0.061, atom 8 (H): 0.079, atom 9 (H): 0.134, atom 10 (H): 0.058, atom 11 (H): 0.107, atom 12 (H): 0.100, atom 13 (H): 0.107, atom 14 (H): 0.115

***

ii) Here is C4H9N in the gas phase from the Open Molecules 2025 dataset. Energies are from ωB97M-V/def2-TZVPD.

```
14
Properties=species:S:1:pos:R:3
C -0.8820 0.5975 1.9805
C -1.1727 -0.5187 1.1703
C -0.2643 -0.8906 -0.0417
N 0.5813 0.2448 -0.4671
C 1.0422 0.5142 -1.8758
H -1.3012 0.4653 2.9490
H -0.1071 1.3336 1.8253
H -2.2508 -0.9729 1.2539
H 0.3247 -1.7761 0.3029
H -0.8489 -1.0655 -0.9086
H 1.2873 0.5192 0.2082
H 2.1764 0.3944 -1.7778
H 0.6865 -0.3903 -2.4652
H 0.7287 1.5450 -2.1540
```

Values from the calculation:
Lowest unoccupied orbital energy, eV: 1.14
HOMO level, eV: -8.281

Charge distribution, Löwdin scheme, values in e: atom 1 (C): -0.013, atom 2 (C): -0.139, atom 3 (C): -0.252, atom 4 (N): -0.177, atom 5 (C): -0.109, atom 6 (H): 0.021, atom 7 (H): 0.034, atom 8 (H): 0.118, atom 9 (H): 0.112, atom 10 (H): 0.083, atom 11 (H): 0.085, atom 12 (H): 0.082, atom 13 (H): 0.085, atom 14 (H): 0.070

***

iii) Here is 2 unconnected molecules or ions with the total composition C4H9N from the Open Molecules 2025 dataset. Energies are from ωB97M-V/def2-TZVPD.

```
14
Properties=species:S:1:pos:R:3
C -1.4496 -0.4417 -0.5594
N -1.6785 -1.5622 -0.0407
C -2.2152 -1.5347 1.3394
H -0.9042 -0.4405 -1.5105
H -1.6387 0.5654 -0.1873
H -3.1917 -1.0467 1.3883
H -2.3708 -2.5603 1.6471
H -1.5030 -0.9765 1.9465
C 2.1718 1.1329 -1.2149
C 2.8185 1.5490 -0.1376
H 1.0996 1.2512 -1.2834
H 2.6801 0.6864 -2.0539
H 2.2991 1.9837 0.7009
H 3.8827 1.3940 -0.0343
```

Values from the calculation:
Lowest unoccupied orbital energy, eV: 1.08
HOMO level, eV: -9.746

Charge distribution, Löwdin scheme, values in e: atom 1 (C): -0.118, atom 2 (N): -0.080, atom 3 (C): -0.138, atom 4 (H): 0.058, atom 5 (H): 0.073, atom 6 (H): 0.071, atom 7 (H): 0.059, atom 8 (H): 0.073, atom 9 (C): -0.078, atom 10 (C): -0.077, atom 11 (H): 0.027, atom 12 (H): 0.045, atom 13 (H): 0.041, atom 14 (H): 0.043

***

iv) Here is 2 unconnected molecules or ions with the total composition C4H9N from the Open Molecules 2025 dataset. Energies are from ωB97M-V/def2-TZVPD.

```
14
Properties=species:S:1:pos:R:3
C -0.3853 -1.6079 0.7986
C 0.7441 -1.1558 0.2158
C 0.1754 0.3419 -0.7661
C -0.9606 1.1441 -0.1355
N 1.1012 1.3878 -0.7332
H -0.7660 -0.9437 1.5830
H 1.7982 -0.1033 0.7538
H -1.1569 -2.2080 0.3476
H 1.4562 -1.6312 -0.4210
H -1.8321 0.4808 0.0579
H -1.2894 1.9395 -0.8039
H -0.6925 1.4322 0.8897
H -0.1183 -0.2299 -1.6527
H 1.9259 1.1535 -0.1341
```

Values from the calculation:
Lowest unoccupied orbital energy, eV: -1.54
HOMO level, eV: -7.084

Charge distribution, Löwdin scheme, values in e: atom 1 (C): 0.003, atom 2 (C): -0.153, atom 3 (C): -0.424, atom 4 (C): -0.152, atom 5 (N): -0.049, atom 6 (H): 0.078, atom 7 (H): 0.225, atom 8 (H): 0.082, atom 9 (H): 0.058, atom 10 (H): 0.053, atom 11 (H): 0.079, atom 12 (H): 0.079, atom 13 (H): 0.125, atom 14 (H): -0.006

***

In terms of stability, iii) leads; the second structure lies 0.0039 hartree higher.

***

i) Here is Cl3OPS in the gas phase from the Open Molecules 2025 dataset. Energies are from ωB97M-V/def2-TZVPD.

```
6
Properties=species:S:1:pos:R:3
O -0.7836 -0.3421 -1.4007
P -0.0765 -0.5402 -0.1390
Cl 1.8906 -0.8922 -0.3182
Cl -0.9612 -2.0705 0.8228
S -0.4780 1.2202 1.1486
Cl 0.4086 2.6248 -0.1135
```

Values from the calculation:
Lowest unoccupied orbital energy, eV: -1.01
HOMO level, eV: -10.160

Charge distribution, Löwdin scheme, values in e: atom 1 (O): -0.463, atom 2 (P): -0.422, atom 3 (Cl): 0.331, atom 4 (Cl): 0.329, atom 5 (S): 0.169, atom 6 (Cl): 0.056

***

ii) Here is Cl3OPS in the gas phase from the Open Molecules 2025 dataset. Energies are from ωB97M-V/def2-TZVPD.

```
6
Properties=species:S:1:pos:R:3
O 1.2422 0.0536 -2.1200
S 0.4868 0.4638 -0.9546
Cl -1.6041 0.8437 -1.5309
P 0.0967 -1.1156 0.9567
Cl 1.4254 0.0117 1.9219
Cl -1.6470 -0.2571 1.7269
```

Values from the calculation:
Lowest unoccupied orbital energy, eV: -1.19
HOMO level, eV: -9.311

Charge distribution, Löwdin scheme, values in e: atom 1 (O): -0.580, atom 2 (S): 0.348, atom 3 (Cl): 0.037, atom 4 (P): 0.019, atom 5 (Cl): 0.119, atom 6 (Cl): 0.058

***

iii) Here is 2 unconnected molecules or ions with the total composition Cl3OPS from the Open Molecules 2025 dataset. Energies are from ωB97M-V/def2-TZVPD.

```
6
Properties=species:S:1:pos:R:3
O 0.8726 -0.3153 1.6027
P 0.8013 -0.0482 0.1750
S -1.8624 0.8998 -0.7878
Cl 1.1330 -1.7046 -0.9155
Cl 2.1448 1.3146 -0.4228
Cl -3.0894 -0.1463 0.3484
```

Values from the calculation:
Lowest unoccupied orbital energy, eV: -2.96
HOMO level, eV: -9.521

Charge distribution, Löwdin scheme, values in e: atom 1 (O): -0.441, atom 2 (P): -0.153, atom 3 (S): 0.008, atom 4 (Cl): 0.295, atom 5 (Cl): 0.305, atom 6 (Cl): -0.015

***

In terms of stability, i) leads; the second structure lies 0.0682 hartree higher.

***

i) Here is 2 unconnected molecules or ions with the total composition CH5IOSi from the Open Molecules 2025 dataset. Energies are from ωB97M-V/def2-TZVPD.

```
9
Properties=species:S:1:pos:R:3
C 1.1997 -0.7564 -0.2912
O 0.0567 1.9351 1.1749
Si -0.4038 -0.8714 -0.9817
I -2.3962 -0.0771 0.3679
H 1.0031 -0.5170 0.7867
H -0.7491 1.8259 1.4334
H 1.8772 -1.4863 -0.7255
H 0.4416 1.5533 0.3688
H -1.0292 -1.6061 -2.1333
```

Values from the calculation:
Expectation value of S²: 2.0053
Lowest unoccupied orbital energy (spin up / spin down), eV: 0.08 / -2.79
HOMO level (spin up / spin down), eV: -6.383 / -9.839
Multiplicity: 3

Charge distribution, Löwdin scheme, values in e: atom 1 (C): -0.244, atom 2 (O): -0.065, atom 3 (Si): 0.195, atom 4 (I): 0.366, atom 5 (H): 0.023, atom 6 (H): -0.168, atom 7 (H): 0.006, atom 8 (H): 0.008, atom 9 (H): -0.122

***

ii) Here is CH5IOSi in the gas phase from the Open Molecules 2025 dataset. Energies are from ωB97M-V/def2-TZVPD.

```
9
Properties=species:S:1:pos:R:3
C 0.8450 0.9800 0.3828
O -0.2831 -1.8812 -0.3070
Si -0.4417 -0.2042 -0.4987
I -2.8535 0.1383 0.1250
H 0.9423 1.8550 -0.1229
H 0.4081 1.1388 1.3089
H 1.8360 0.6300 0.6355
H -0.0353 -2.4496 0.4986
H -0.4178 -0.2071 -2.0222
```

Values from the calculation:
Expectation value of S²: 2.0044
Lowest unoccupied orbital energy (spin up / spin down), eV: 0.56 / -4.01
HOMO level (spin up / spin down), eV: -4.373 / -10.353
Multiplicity: 3

Charge distribution, Löwdin scheme, values in e: atom 1 (C): -0.249, atom 2 (O): -0.369, atom 3 (Si): 0.077, atom 4 (I): 0.549, atom 5 (H): -0.030, atom 6 (H): -0.030, atom 7 (H): 0.016, atom 8 (H): 0.089, atom 9 (H): -0.052

***

In terms of stability, ii) leads; the second structure lies 0.0446 hartree higher.

***

i) Here is C2H4N2OS in the gas phase from the Open Molecules 2025 dataset. Energies are from ωB97M-V/def2-TZVPD.

```
10
Properties=species:S:1:pos:R:3
H 1.5780 1.6454 -0.7631
N 0.8217 0.8804 -0.8078
C 1.1677 -0.0327 -0.0332
N 0.4855 -1.2506 0.1329
S -0.9652 -1.2713 -0.6889
C -1.8107 0.2677 -0.0043
O -3.1505 0.2908 -0.0865
H 2.1303 0.1139 0.6309
H 0.7371 -1.6046 1.1546
H -0.9938 0.9611 0.4653
```

Values from the calculation:
Lowest unoccupied orbital energy, eV: 0.03
HOMO level, eV: -9.258

Charge distribution, Löwdin scheme, values in e: atom 1 (H): 0.098, atom 2 (N): 0.018, atom 3 (C): -0.468, atom 4 (N): -0.424, atom 5 (S): 0.896, atom 6 (C): -0.378, atom 7 (O): -0.139, atom 8 (H): 0.148, atom 9 (H): 0.156, atom 10 (H): 0.092

***

ii) Here is C2H4N2OS in the gas phase from the Open Molecules 2025 dataset. Energies are from ωB97M-V/def2-TZVPD.

```
10
Properties=species:S:1:pos:R:3
H 1.8644 -1.1852 0.2650
N 2.1656 -0.2633 -0.0616
C 1.1554 0.4210 -0.1948
N -0.1613 -0.0653 -0.1293
O -0.2192 -1.3742 0.3291
C -1.2662 0.6431 -0.2938
S -2.7563 0.0615 0.1030
H 1.1754 1.5135 -0.4050
H -0.9063 -1.3788 0.9812
H -1.0516 1.6278 -0.5939
```

Values from the calculation:
Lowest unoccupied orbital energy, eV: -0.03
HOMO level, eV: -9.225

Charge distribution, Löwdin scheme, values in e: atom 1 (H): 0.063, atom 2 (N): 0.138, atom 3 (C): -0.249, atom 4 (N): -0.213, atom 5 (O): 0.006, atom 6 (C): -0.643, atom 7 (S): 0.650, atom 8 (H): 0.137, atom 9 (H): 0.051, atom 10 (H): 0.060

***

iii) Here is C2H4N2OS in the gas phase from the Open Molecules 2025 dataset. Energies are from ωB97M-V/def2-TZVPD.

```
10
Properties=species:S:1:pos:R:3
N 1.5425 -1.0320 0.4263
N 1.5448 0.3191 -0.2407
C 0.3479 0.9384 -0.2208
C -0.8969 0.2631 0.0728
O -1.8179 1.1972 0.3014
S -1.5992 -1.2785 -0.1225
H 0.6080 -1.5090 -0.0297
H 2.3936 -1.4183 0.0997
H 0.5695 1.9807 -0.3496
H -2.6923 0.5394 0.0630
```

Values from the calculation:
Lowest unoccupied orbital energy, eV: -1.20
HOMO level, eV: -9.572

Charge distribution, Löwdin scheme, values in e: atom 1 (N): 0.000, atom 2 (N): 0.013, atom 3 (C): -0.157, atom 4 (C): -0.784, atom 5 (O): -0.080, atom 6 (S): 0.694, atom 7 (H): 0.025, atom 8 (H): 0.037, atom 9 (H): 0.109, atom 10 (H): 0.143

***

In terms of stability, ii) leads; the second structure lies 0.0163 hartree higher.